[1]
113
Properties=species:S:1:pos:R:3:forces:R:3 method="wB97M-V/def2-TZVPD" lumo_energy_ev=0.45 smiles="COC[PH](COO)(COC(F)(F)F)[PH2]=N.CCCC#N.CCCC#N.CCCC#N.CCCC#N.CCCC#N.CCCC#N.CCCC#N" homo_ev=-7.1
C -0.551 -2.276 -1.029 -0.088 -0.029 -0.134
O -0.056 -3.577 -0.730 0.204 0.029 0.136
C 1.337 -3.693 -0.815 -0.058 0.282 -0.219
P 1.966 -5.066 0.255 0.111 -0.074 0.050
C 3.730 -4.271 0.257 0.015 0.283 -0.243
O 4.649 -5.293 0.571 -0.090 -0.015 0.087
O 5.944 -4.957 0.054 0.011 0.325 0.066
C 1.938 -4.942 2.113 0.433 -0.022 0.236
O 0.723 -5.397 2.707 -0.035 -0.134 -0.009
C -0.123 -4.445 3.127 0.328 0.137 -0.065
F -0.258 -3.450 2.247 0.026 0.257 -0.277
F -1.305 -4.991 3.322 -0.460 -0.272 0.198
F 0.277 -3.877 4.276 0.088 0.004 0.191
P 0.000 -6.264 0.016 -0.079 0.033 -0.416
N -0.036 -6.703 -1.507 -0.104 0.114 0.218
H -0.652 -2.132 -2.117 0.040 -0.021 0.311
H -1.538 -2.180 -0.563 0.548 -0.226 -0.332
H 0.111 -1.494 -0.625 -0.162 -0.160 -0.029
H 1.833 -2.774 -0.467 -0.102 -0.212 0.010
H 1.689 -3.894 -1.845 -0.111 -0.024 0.239
H 2.544 -6.220 -0.335 -0.052 0.010 -0.079
H 3.812 -3.425 0.965 0.080 -0.122 -0.258
H 3.916 -3.899 -0.767 -0.017 -0.140 0.300
H 6.186 -4.178 0.587 0.005 -0.268 -0.024
H 2.184 -3.918 2.425 -0.108 -0.238 -0.125
H 2.737 -5.606 2.477 -0.214 0.220 -0.112
H 0.143 -7.373 0.889 -0.016 0.068 0.120
H -1.144 -5.622 0.534 -0.035 -0.135 0.148
H -0.871 -6.376 -1.980 0.155 -0.065 -0.087
C -3.150 -2.309 1.732 -0.048 0.009 0.052
C -4.143 -1.156 1.687 0.092 -0.132 0.156
C -4.538 -0.787 0.254 0.026 -0.003 0.003
C -3.373 -0.387 -0.541 0.466 0.286 -0.364
N -2.431 -0.092 -1.139 -0.762 0.051 0.357
H -2.210 -2.039 1.249 -0.054 -0.015 0.107
H -2.920 -2.585 2.762 -0.008 0.006 -0.016
H -3.555 -3.190 1.229 0.015 -0.013 -0.015
H -3.714 -0.290 2.194 -0.058 0.059 -0.065
H -5.050 -1.433 2.226 -0.044 0.038 -0.064
H -5.261 0.030 0.243 0.013 -0.007 -0.031
H -5.003 -1.647 -0.234 -0.018 0.011 0.010
C 4.887 2.098 -1.539 0.042 0.020 0.030
C 5.548 0.787 -1.938 0.023 0.076 0.045
C 4.555 -0.362 -2.126 0.002 -0.020 -0.008
C 3.786 -0.649 -0.913 -0.338 -0.156 0.464
N 3.174 -0.887 0.035 0.385 0.194 -0.469
H 4.397 2.015 -0.567 -0.021 -0.007 -0.020
H 5.627 2.893 -1.464 -0.041 0.028 0.006
H 4.139 2.407 -2.273 0.015 -0.025 -0.021
H 6.284 0.505 -1.182 -0.001 -0.030 -0.025
H 6.089 0.910 -2.877 0.001 -0.018 0.003
H 5.076 -1.276 -2.418 -0.046 -0.008 0.003
H 3.839 -0.126 -2.918 0.015 0.001 0.002
C 1.274 4.636 0.980 -0.037 -0.021 -0.010
C 1.007 5.238 -0.394 0.005 -0.048 0.098
C 2.042 4.810 -1.442 -0.011 0.063 0.080
C 3.393 5.244 -1.069 0.523 0.180 0.165
N 4.439 5.606 -0.747 -0.567 -0.210 -0.219
H 2.235 4.966 1.374 0.015 -0.013 -0.004
H 0.501 4.942 1.684 0.021 0.003 -0.012
H 1.278 3.544 0.939 0.009 0.018 -0.005
H 0.996 6.325 -0.315 -0.008 -0.017 -0.021
H 0.019 4.934 -0.744 0.025 0.008 -0.062
H 1.811 5.237 -2.420 -0.005 -0.034 -0.008
H 2.048 3.723 -1.551 0.021 0.010 0.002
C 1.270 11.426 -1.376 -0.011 0.001 0.039
C 1.840 10.076 -1.787 0.026 0.084 0.033
C 0.763 8.991 -1.908 0.041 0.016 0.034
C 0.082 8.753 -0.632 -0.284 -0.061 0.538
N -0.429 8.569 0.385 0.281 0.094 -0.580
H 0.808 11.378 -0.388 -0.001 -0.036 -0.008
H 2.057 12.179 -1.338 -0.012 0.007 -0.007
H 0.524 11.771 -2.091 0.018 0.022 0.000
H 2.596 9.748 -1.071 -0.007 -0.019 -0.013
H 2.336 10.165 -2.756 -0.022 -0.045 -0.012
H 1.205 8.046 -2.231 -0.033 0.001 -0.017
H 0.013 9.279 -2.647 0.003 -0.008 0.007
C -4.793 -7.223 2.066 -0.004 0.031 -0.090
C -4.467 -6.176 3.120 0.080 -0.128 -0.017
C -5.675 -5.321 3.521 -0.043 -0.018 -0.025
C -6.168 -4.574 2.362 0.142 0.392 -0.583
N -6.406 -3.983 1.400 -0.051 -0.253 0.538
H -5.132 -6.763 1.135 -0.023 0.032 0.032
H -3.909 -7.817 1.844 -0.018 -0.024 0.010
H -5.571 -7.905 2.416 0.004 -0.001 0.006
H -3.678 -5.518 2.753 -0.013 0.014 0.023
H -4.080 -6.671 4.013 -0.029 0.034 0.029
H -5.398 -4.597 4.289 -0.038 -0.012 0.021
H -6.482 -5.938 3.920 0.017 0.002 -0.020
C 4.825 13.910 -3.311 0.012 -0.025 -0.004
C 4.653 13.423 -4.743 0.022 0.002 0.071
C 3.428 14.032 -5.435 0.027 -0.087 0.037
C 2.184 13.691 -4.739 -0.564 -0.044 0.266
N 1.209 13.432 -4.180 0.565 0.082 -0.327
H 3.973 13.625 -2.692 -0.010 0.018 -0.013
H 5.721 13.481 -2.862 -0.005 0.009 0.000
H 4.918 14.997 -3.274 -0.003 -0.004 0.001
H 4.566 12.334 -4.758 -0.001 0.006 -0.021
H 5.536 13.678 -5.332 -0.027 0.002 -0.031
H 3.346 13.677 -6.464 -0.006 0.027 0.004
H 3.508 15.120 -5.467 -0.013 -0.007 -0.001
C -7.235 -11.139 3.569 -0.010 0.010 -0.024
C -6.394 -11.597 2.385 -0.055 0.034 0.035
C -4.948 -11.927 2.774 -0.032 0.069 -0.066
C -4.259 -10.761 3.333 0.342 0.425 0.310
N -3.731 -9.840 3.783 -0.315 -0.488 -0.237
H -6.837 -10.220 4.003 0.017 -0.016 0.008
H -8.262 -10.944 3.259 0.004 -0.004 0.008
H -7.259 -11.899 4.352 0.002 0.004 -0.001
H -6.387 -10.825 1.612 0.013 -0.016 -0.008
H -6.835 -12.489 1.938 0.038 -0.010 -0.009
H -4.382 -12.268 1.906 0.006 -0.014 0.025
H -4.923 -12.724 3.520 0.008 0.010 -0.003

=====

[2]
124
Properties=species:S:1:pos:R:3:forces:R:3 method="wB97M-V/def2-TZVPD" lumo_energy_ev=-2.81 charge=+1 homo_ev=-10.7
N 5.627 -2.235 1.127 0.303 1.752 -1.335
P 5.380 -1.599 -0.340 0.907 -1.366 3.193
C 6.289 0.061 -0.595 -1.107 1.807 -2.511
Cl 7.913 0.212 0.286 -1.673 -0.336 -0.708
C 6.580 0.210 -2.236 -0.375 -2.462 1.346
N 7.281 1.499 -2.602 -0.253 -0.196 -1.189
C 6.609 2.762 -2.113 -0.128 2.925 1.630
C 6.006 2.690 -0.591 -0.569 0.021 0.697
C 5.220 1.293 -0.251 0.174 -0.191 -0.447
C 4.573 1.203 1.252 0.679 0.221 0.650
C 3.579 2.452 1.627 -0.105 -0.345 0.057
C 2.329 2.682 0.592 0.150 0.629 0.313
F 2.709 3.166 -0.756 -0.699 -1.524 3.175
Br 1.212 4.183 1.407 1.205 -0.922 -0.619
C 1.306 1.410 0.440 -2.617 -0.054 1.033
F 1.319 0.478 1.607 0.178 3.077 -3.540
F -0.093 1.979 0.400 4.029 -2.338 -0.017
Br 1.511 0.373 -1.272 -0.141 0.872 1.810
H 6.257 -1.619 1.691 -0.735 -0.806 -0.527
H 5.823 -2.574 -1.321 -0.572 1.076 -0.050
H 3.951 -1.328 -0.545 1.227 0.048 -0.584
H 7.261 -0.689 -2.569 -1.410 1.926 0.534
H 5.519 0.076 -2.746 2.369 0.737 0.777
H 7.276 1.554 -3.665 0.086 -0.398 1.131
H 8.312 1.461 -2.345 -1.634 0.047 0.075
H 5.768 3.181 -2.820 1.759 -1.450 1.039
H 7.456 3.603 -2.095 -2.170 -2.068 -0.117
H 5.216 3.569 -0.422 1.936 -1.822 -0.725
H 6.872 2.854 0.178 -1.635 -0.406 -1.429
H 4.336 1.166 -1.035 1.863 0.213 1.541
H 4.012 0.185 1.481 1.197 2.035 -0.826
H 5.476 1.237 2.031 -1.957 -0.014 -1.623
H 3.093 2.225 2.691 0.961 0.512 -2.459
H 4.166 3.460 1.727 -1.240 -1.910 -0.379
C 10.096 7.859 -3.711 0.285 0.047 -0.116
C 9.288 7.361 -4.909 -0.079 0.348 -0.246
C 8.943 5.895 -4.653 -0.086 -0.128 -0.686
S 8.883 5.699 -2.878 0.489 0.889 -0.160
O 9.958 4.817 -2.475 -0.656 -0.288 0.103
O 7.510 5.486 -2.468 0.227 -0.171 0.139
C 9.347 7.373 -2.479 0.131 0.465 0.217
H 10.199 8.948 -3.715 -0.006 -0.196 0.036
H 11.101 7.423 -3.737 -0.119 0.095 0.056
H 8.365 7.947 -4.996 0.140 -0.095 0.011
H 9.841 7.479 -5.847 -0.131 -0.052 0.157
H 7.974 5.629 -5.080 0.151 -0.106 0.178
H 9.718 5.228 -5.041 -0.106 0.026 0.194
H 9.957 7.386 -1.574 -0.164 -0.169 -0.037
H 8.429 7.947 -2.324 0.072 -0.161 0.013
C -0.651 -4.431 -0.501 -0.270 -0.079 0.127
C -0.044 -5.694 -1.110 0.085 -0.255 0.287
C 0.156 -5.434 -2.602 -0.016 -0.693 -0.096
S 0.390 -3.671 -2.774 -0.181 -0.013 0.017
O -0.728 -3.129 -3.517 0.626 0.023 0.042
O 1.767 -3.406 -3.140 -0.227 0.309 -0.250
C 0.168 -3.273 -1.051 -0.087 0.193 0.516
H -0.629 -4.456 0.593 -0.019 0.032 -0.176
H -1.697 -4.335 -0.816 0.139 0.045 0.068
H 0.925 -5.898 -0.637 -0.142 0.030 -0.064
H -0.680 -6.570 -0.944 0.137 0.143 -0.052
H 1.036 -5.956 -2.987 -0.161 0.219 -0.098
H -0.728 -5.717 -3.180 0.152 0.189 0.010
H -0.332 -2.308 -0.951 0.118 -0.062 -0.175
H 1.158 -3.235 -0.586 -0.083 0.011 -0.108
C -3.747 3.716 0.803 0.120 0.225 -0.059
C -2.763 2.732 1.434 0.243 -0.031 -0.210
C -3.280 2.399 2.833 0.683 -0.154 0.141
S -5.055 2.595 2.769 -0.323 -0.039 0.092
O -5.428 3.700 3.627 -0.022 -0.571 -0.177
O -5.682 1.292 2.864 -0.003 0.474 0.255
C -5.132 3.146 1.075 -0.075 0.211 -0.531
H -3.567 3.839 -0.269 -0.045 0.004 0.157
H -3.645 4.698 1.279 -0.063 -0.104 -0.087
H -2.722 1.819 0.829 -0.001 0.141 0.085
H -1.750 3.144 1.476 -0.253 -0.106 0.026
H -3.038 1.372 3.117 -0.193 0.193 0.101
H -2.890 3.095 3.580 -0.207 -0.095 -0.052
H -5.930 3.881 0.957 -0.005 -0.176 0.170
H -5.328 2.272 0.448 -0.018 0.079 0.149
C -7.769 -1.003 3.906 0.201 0.151 -0.110
C -9.187 -0.480 3.686 -0.017 0.335 0.156
C -9.991 -1.598 3.025 -0.428 0.518 -0.249
S -9.243 -3.132 3.554 0.034 -0.174 0.127
O -8.663 -3.784 2.399 -0.325 -0.052 0.399
O -10.146 -3.815 4.459 0.214 -0.132 -0.455
C -7.929 -2.392 4.504 0.399 0.186 0.280
H -7.191 -0.347 4.563 -0.058 -0.110 -0.193
H -7.245 -1.067 2.944 -0.013 0.037 0.193
H -9.636 -0.226 4.654 0.060 -0.036 -0.135
H -9.194 0.427 3.073 -0.006 -0.152 0.117
H -11.039 -1.579 3.336 0.163 -0.212 -0.126
H -9.926 -1.548 1.935 0.015 -0.165 0.170
H -7.026 -3.000 4.429 -0.223 -0.090 -0.021
H -8.260 -2.337 5.546 -0.010 -0.088 -0.145
C -12.893 -4.920 5.991 0.087 0.152 -0.227
C -11.768 -5.066 7.015 0.360 -0.046 -0.138
C -12.365 -4.796 8.395 0.641 0.164 0.178
S -14.090 -5.252 8.291 -0.260 -0.338 0.194
O -14.893 -4.058 8.453 0.111 -0.431 0.142
O -14.314 -6.450 9.074 -0.161 0.605 -0.085
C -14.073 -5.691 6.564 -0.039 -0.094 -0.534
H -12.601 -5.304 5.009 -0.023 0.116 0.163
H -13.155 -3.862 5.878 0.007 -0.143 -0.022
H -11.371 -6.088 6.978 -0.066 0.138 -0.008
H -10.938 -4.384 6.804 -0.168 -0.176 -0.003
H -11.878 -5.394 9.169 -0.269 0.139 -0.005
H -12.311 -3.735 8.654 -0.157 -0.169 0.006
H -15.025 -5.424 6.101 0.020 -0.057 0.238
H -13.910 -6.770 6.494 -0.064 0.136 0.096
C 4.427 -0.612 -7.224 -0.081 0.204 -0.284
C 5.283 -1.755 -7.769 -0.275 -0.243 -0.184
C 6.648 -1.670 -7.089 0.340 -0.239 -0.541
S 6.368 -0.905 -5.499 -0.706 -1.222 -0.447
O 7.032 0.382 -5.483 0.365 0.449 0.724
O 6.562 -1.890 -4.454 0.324 0.639 0.022
C 4.620 -0.635 -5.715 -0.496 0.136 0.045
H 3.374 -0.727 -7.497 0.176 0.046 0.089
H 4.781 0.342 -7.633 -0.092 -0.088 0.072
H 4.809 -2.713 -7.525 0.080 0.157 -0.038
H 5.380 -1.704 -8.858 0.020 -0.029 0.218
H 7.087 -2.660 -6.943 0.064 0.275 0.155
H 7.338 -1.036 -7.653 -0.049 -0.032 0.208
H 4.322 0.296 -5.230 0.115 -0.076 0.057
H 4.092 -1.481 -5.264 0.132 0.071 0.023

=====

Number 1: DFT total energy -82076.5614 eV, gap between HOMO and LUMO 7.578 eV. Number 2: DFT total energy -297856.4897 eV, gap between HOMO and LUMO 7.878 eV.